No. 1
{"formula": "C22H23NO7", "method": "the ωB97M-V functional and the def2-TZVPD basis", "relative_energy_kj_mol": 89.05, "gap_ha": 0.2994, "smiles": "COc1ccc([C@H]2C(C(=O)c3ccco3)=C(O)C(=O)N2C[C@H]2CCCO2)cc1OC", "elements": ["C", "H", "O", "C", "C", "C", "C", "C", "C", "O", "C", "H", "H", "H", "H", "C", "N", "C", "O", "C", "C", "C", "O", "C", "C", "C", "C", "O", "H", "H", "H", "O", "H", "C", "H", "H", "C", "H", "O", "C", "H", "C", "H", "H", "C", "H", "H", "H", "H", "H", "H", "H", "H"], "xyz": [[-4.0626, -3.5865, -0.3086], [-3.3017, -4.3667, -0.4147], [-3.7030, -2.6373, 0.6631], [-2.5840, -1.8689, 0.4566], [-1.7493, -2.0285, -0.6427], [-0.6222, -1.2456, -0.8210], [-0.3061, -0.2668, 0.1048], [-1.1275, -0.1017, 1.2077], [-2.2638, -0.8796, 1.4081], [-2.9368, -0.5823, 2.5515], [-4.1999, -1.1402, 2.8371], [-4.1419, -2.2188, 2.9956], [-4.9227, -0.9288, 2.0464], [-4.5194, -0.6541, 3.7588], [-0.9088, 0.6505, 1.9492], [0.9270, 0.5905, -0.0628], [1.9491, 0.2225, 0.9029], [2.3345, 1.2557, 1.6703], [3.1802, 1.2796, 2.5485], [1.5054, 2.4192, 1.2552], [0.6867, 2.0505, 0.2389], [-0.3300, 2.8996, -0.3805], [-0.6401, 3.9847, 0.0792], [-1.0073, 2.3972, -1.5838], [-2.1498, 2.8951, -2.1677], [-2.4019, 2.0910, -3.2956], [-1.3949, 1.1706, -3.3256], [-0.5535, 1.3463, -2.3036], [-1.1775, 0.3727, -4.0087], [-3.2118, 2.1835, -3.9897], [-2.7200, 3.7281, -1.8125], [1.6748, 3.5802, 1.8681], [2.3700, 3.4550, 2.5410], [2.5238, -1.0908, 0.9667], [3.1031, -1.1368, 1.8924], [1.7197, -1.8334, 0.9911], [3.4537, -1.3808, -0.2261], [4.1236, -0.5229, -0.3595], [2.7178, -1.5173, -1.4346], [2.6815, -2.8829, -1.7930], [2.5190, -2.9379, -2.8701], [4.0273, -3.4436, -1.3401], [4.0126, -4.5237, -1.2191], [4.8008, -3.1734, -2.0589], [4.2334, -2.6957, -0.0222], [5.2821, -2.5128, 0.1971], [3.7983, -3.2582, 0.8046], [1.8555, -3.3942, -1.2760], [1.3269, 0.4421, -1.0728], [0.0085, -1.3979, -1.6824], [-1.9742, -2.7818, -1.3805], [-4.9861, -4.0354, 0.0547], [-4.2465, -3.1200, -1.2818]], "forces_ev_per_a": [[-0.1, -0.1, -0.1], [0.0, 0.0, 0.0], [0.3, 0.3, 0.2], [-0.1, 0.0, 0.1], [-0.1, -0.1, 0.0], [0.0, 0.1, 0.2], [-0.1, -0.2, 0.0], [-0.2, -0.2, -0.1], [0.2, 0.1, -0.1], [0.3, 0.0, -0.1], [-0.4, -0.1, 0.2], [0.0, 0.1, 0.0], [0.0, 0.0, 0.1], [0.0, 0.0, -0.1], [0.0, 0.1, 0.1], [-0.1, 0.0, -0.3], [0.0, 0.1, 0.0], [0.1, -0.1, 0.1], [0.1, 0.1, 0.1], [-0.4, -0.1, -0.5], [0.6, 0.3, 0.7], [0.2, -0.1, 0.0], [0.0, -0.2, -0.1], [-1.2, 1.0, -0.3], [0.7, -0.2, 0.5], [0.4, -0.4, -0.1], [-0.7, 0.2, -0.4], [0.5, -0.1, 0.1], [0.1, -0.1, 0.0], [-0.1, 0.0, -0.2], [-0.1, 0.2, 0.1], [0.0, 0.0, 0.1], [-0.1, -0.1, -0.1], [0.4, -0.1, -0.3], [-0.1, -0.1, 0.0], [0.1, 0.0, 0.0], [0.2, 0.1, 0.6], [-0.1, -0.1, 0.1], [-0.1, 0.2, -0.1], [0.1, -0.4, -0.1], [0.0, 0.0, 0.1], [-0.2, 0.2, 0.0], [0.0, -0.1, 0.0], [0.0, 0.0, 0.0], [-0.1, 0.1, -0.2], [0.0, 0.0, 0.1], [0.0, 0.0, 0.1], [0.0, 0.0, -0.1], [-0.1, 0.1, 0.2], [0.1, 0.0, -0.1], [-0.1, -0.1, 0.0], [0.1, 0.0, -0.1], [0.0, 0.0, 0.0]], "lowdin_charge": [-0.083, 0.096, -0.116, -0.185, -0.005, -0.040, -0.177, 0.078, -0.179, -0.061, -0.073, 0.092, 0.097, 0.094, 0.142, -0.170, 0.020, -0.383, 0.082, -0.160, -0.010, -0.284, 0.117, -0.181, 0.021, -0.043, -0.100, 0.032, 0.125, 0.102, 0.120, 0.143, 0.130, -0.063, 0.139, 0.142, -0.291, 0.159, -0.117, -0.206, 0.124, -0.148, 0.112, 0.115, -0.121, 0.116, 0.115, 0.121, 0.155, 0.112, 0.103, 0.096, 0.098]}


No. 2
{"formula": "C22H24AlN6O3S", "method": "the ωB97M-V functional and the def2-TZVPD basis", "charge": 1, "relative_energy_kj_mol": 216.73, "gap_ha": [0.2327, 0.2329], "elements": ["Al", "O", "C", "C", "C", "C", "C", "C", "C", "O", "N", "N", "C", "C", "C", "C", "C", "C", "N", "H", "H", "H", "H", "H", "H", "H", "H", "H", "H", "C", "C", "C", "C", "N", "C", "S", "N", "H", "H", "H", "H", "H", "C", "N", "C", "C", "C", "O", "H", "H", "H", "H", "H", "H", "H", "H", "H"], "xyz": [[12.3650, 9.7900, 5.1134], [16.4027, 12.5462, 6.5819], [17.0504, 11.6805, 5.7934], [18.3982, 11.9236, 5.4718], [19.0454, 10.9917, 4.6345], [18.3569, 9.9000, 4.1270], [17.0019, 9.7004, 4.3489], [16.3494, 10.5534, 5.2200], [14.9095, 10.5505, 5.4062], [14.1971, 9.5983, 4.7828], [14.3018, 11.5012, 6.0855], [12.9300, 11.4743, 5.8855], [12.0969, 12.5194, 5.9797], [10.8082, 12.1590, 5.4363], [9.6822, 13.0578, 5.3455], [8.4324, 12.5285, 5.0101], [8.3270, 11.2445, 4.5481], [9.5549, 10.4568, 4.2739], [10.6941, 10.9001, 5.0386], [15.3404, 12.3843, 6.4792], [18.8065, 12.8850, 5.8203], [20.0484, 11.1830, 4.2922], [18.8866, 9.2211, 3.4150], [16.4362, 8.8765, 3.8685], [12.3431, 13.5578, 6.2428], [9.7774, 14.0924, 5.6470], [7.5694, 13.1556, 5.1415], [7.3714, 10.8476, 4.2895], [9.7592, 10.3700, 3.2154], [8.8111, 5.1295, 6.0915], [9.0128, 6.4958, 5.5735], [8.0628, 7.4675, 5.9551], [8.2479, 8.7431, 5.5186], [9.2685, 9.0469, 4.6686], [10.1545, 8.0850, 4.3598], [11.4719, 8.5042, 3.3325], [10.0276, 6.8470, 4.7878], [8.0639, 4.5571, 5.5298], [8.4586, 5.1709, 7.1157], [9.7557, 4.5989, 6.0581], [7.2239, 7.2479, 6.6115], [7.6238, 9.5249, 5.8898], [13.8657, 6.4269, 5.7744], [14.0897, 7.3009, 6.9561], [15.2707, 6.9728, 7.7148], [13.2093, 8.2568, 7.2594], [13.3103, 8.9653, 8.5541], [12.2736, 8.6106, 6.4419], [14.0566, 5.3583, 6.0076], [14.4910, 6.7230, 4.9536], [12.8441, 6.5431, 5.4310], [15.0939, 6.3482, 8.5813], [15.7636, 7.9327, 8.0555], [15.9032, 6.3484, 7.0829], [14.3075, 9.4535, 8.6155], [13.3215, 8.2528, 9.4187], [12.5219, 9.7336, 8.5966]], "forces_ev_per_a": [[-0.5, 0.7, -1.1], [-0.3, 0.0, -0.4], [-0.4, 0.0, 0.0], [-0.2, -0.6, -0.4], [-0.8, 1.3, 0.8], [0.2, -1.3, -1.4], [0.3, -0.8, -0.1], [-0.2, 1.8, 1.1], [-0.9, -1.8, -1.4], [-0.1, 1.2, 0.7], [-1.1, 0.7, 0.1], [-0.4, 1.9, 0.3], [2.0, -1.9, -0.7], [-3.5, 2.7, 0.0], [3.6, -0.8, 1.0], [-0.4, -1.7, -0.8], [0.3, 2.2, 0.4], [-0.7, 0.4, 0.7], [0.7, -2.4, -0.5], [1.8, 0.1, 0.3], [0.1, -0.8, -0.2], [0.2, 0.0, 0.1], [-0.5, 0.6, 0.8], [0.5, 0.7, 0.3], [0.2, -0.7, 0.1], [0.1, -0.1, 0.0], [-0.3, 0.0, -0.1], [-0.4, -0.2, -0.3], [0.2, 0.0, -0.5], [0.6, -0.6, -0.1], [-0.9, 1.2, -0.3], [0.1, 0.2, -0.1], [0.5, -0.6, 0.0], [-0.7, -0.4, 1.3], [0.3, 0.1, -0.7], [0.9, -0.1, 0.0], [-0.2, -1.4, 0.6], [0.1, 0.3, -0.1], [0.0, 0.0, 0.2], [0.0, -0.3, 0.0], [0.3, 0.0, -0.1], [-0.2, 0.5, -0.2], [-0.5, -0.1, 0.2], [-1.8, -0.2, -0.9], [0.9, 1.1, 0.8], [0.7, -0.6, -0.6], [0.8, 0.2, 0.8], [0.4, -0.9, 1.0], [-0.1, 0.8, 0.2], [0.5, 0.2, -0.3], [-0.2, -0.1, 0.1], [-0.5, 0.0, 0.4], [-0.2, -1.3, -0.5], [0.2, 0.6, -0.1], [-0.6, 0.0, -0.1], [-0.4, 0.6, -0.7], [0.4, -0.5, 0.3]], "lowdin_charge": [-0.037, 0.012, -0.266, 0.011, -0.061, -0.101, -0.029, -0.093, -0.302, -0.031, 0.084, 0.025, 0.072, -0.275, -0.008, -0.071, -0.037, -0.299, 0.038, 0.069, 0.128, 0.106, 0.118, 0.128, 0.154, 0.105, 0.114, 0.107, 0.121, -0.009, -0.271, 0.032, 0.019, 0.021, -0.687, 0.884, 0.148, 0.110, 0.090, 0.088, 0.132, 0.129, 0.017, -0.089, -0.018, -0.369, 0.039, 0.019, 0.116, 0.094, 0.067, 0.100, 0.121, 0.101, 0.108, 0.121, 0.108]}


No. 3
{"formula": "C22H24As2N3O14Y", "method": "the ωB97M-V functional and the def2-TZVPD basis", "relative_energy_kj_mol": 0.00, "gap_ha": 0.3233, "elements": ["Y", "O", "C", "O", "C", "C", "C", "C", "C", "N", "C", "O", "O", "H", "H", "H", "N", "N", "C", "O", "O", "H", "H", "H", "C", "O", "C", "O", "C", "C", "As", "C", "C", "C", "As", "C", "C", "O", "O", "C", "C", "O", "O", "C", "C", "O", "O", "C", "H", "H", "H", "H", "H", "H", "H", "H", "H", "H", "H", "H", "H", "H", "H", "H", "H", "H"], "xyz": [[-2.1991, 0.3640, 0.7710], [-0.6858, -0.4266, 4.7493], [-1.3672, -0.4608, 3.7469], [-0.9807, -0.4617, 2.5113], [-2.8857, -0.5490, 3.8490], [-3.5849, -0.9789, 4.9633], [-4.9512, -1.1969, 4.8312], [-5.5653, -1.0223, 3.5965], [-4.7842, -0.5870, 2.5402], [-3.4940, -0.3173, 2.6912], [-5.2402, -0.4979, 1.0873], [-6.4208, -0.5062, 0.8114], [-4.2354, -0.4168, 0.2717], [-3.0483, -1.1565, 5.8842], [-5.5293, -1.5432, 5.6782], [-6.6109, -1.2342, 3.4252], [-3.5101, 2.5202, 0.8134], [-2.8633, 3.4156, -0.0703], [-2.1012, 2.8625, -1.1393], [-1.6751, 3.6440, -1.9687], [-1.9047, 1.5958, -1.0638], [-4.4443, 2.2692, 0.4901], [-3.5913, 2.9660, 1.7209], [-3.3929, 4.2303, -0.3456], [-2.2722, -2.8673, -2.8669], [-1.2180, -2.2674, -2.0948], [-0.0059, -2.2629, -2.6685], [0.2304, -2.7623, -3.7366], [0.9950, -1.5722, -1.7947], [2.2811, -1.5675, -2.1401], [3.7961, -0.6082, -1.3391], [4.4616, -1.9602, -0.0752], [2.8630, 0.6354, -0.1387], [1.5531, 0.6429, 0.1150], [0.3397, -0.8804, -0.1087], [1.1170, -2.2074, 1.0924], [0.8352, 1.8726, 0.5876], [-0.2432, 1.8533, 1.1590], [1.4237, 2.9856, 0.2115], [0.7530, 4.2190, 0.5461], [3.7452, 1.7437, 0.3626], [3.8293, 2.0356, 1.5256], [4.4868, 2.2727, -0.6112], [5.3872, 3.3096, -0.1924], [2.7822, -2.3018, -3.3539], [3.2459, -3.4098, -3.2725], [2.7981, -1.5284, -4.4311], [3.2508, -2.1731, -5.6323], [-3.1791, -2.7137, -2.2909], [-2.0725, -3.9279, -3.0074], [-2.3429, -2.3795, -3.8365], [4.4781, -2.9188, -0.5922], [3.8492, -2.0210, 0.8189], [5.4788, -1.6796, 0.1901], [1.9349, -2.7297, 0.6044], [0.3324, -2.9144, 1.3576], [1.4377, -1.7063, 2.0034], [1.4569, 5.0015, 0.2832], [0.5282, 4.2399, 1.6098], [-0.1565, 4.3063, -0.0453], [5.9297, 3.6020, -1.0851], [6.0663, 2.9336, 0.5704], [4.8269, 4.1506, 0.2120], [3.2905, -1.3926, -6.3844], [2.5392, -2.9469, -5.9153], [4.2326, -2.6169, -5.4807]], "forces_ev_per_a": [[-0.1, 0.0, 0.0], [0.0, -0.1, 0.0], [0.0, 0.1, 0.0], [0.1, 0.2, 0.0], [0.1, -0.1, 0.1], [0.0, 0.1, -0.1], [0.0, 0.0, 0.0], [0.0, 0.1, 0.0], [-0.1, 0.0, -0.1], [-0.1, -0.1, 0.2], [0.0, 0.1, 0.0], [0.0, 0.0, 0.0], [0.1, 0.2, -0.2], [0.0, 0.0, 0.0], [0.0, 0.0, 0.0], [0.0, 0.0, 0.0], [0.0, 0.0, 0.0], [0.0, 0.1, 0.0], [0.1, 0.1, 0.0], [-0.1, 0.0, 0.0], [-0.1, -0.2, 0.2], [0.0, 0.0, 0.0], [0.0, 0.0, 0.0], [0.0, 0.0, 0.0], [0.0, 0.0, 0.0], [0.0, 0.0, 0.0], [0.0, 0.0, 0.0], [0.0, 0.0, 0.0], [0.1, -0.1, -0.1], [-0.1, 0.0, 0.0], [0.0, 0.0, 0.0], [0.0, 0.0, 0.0], [-0.1, 0.0, -0.1], [-0.1, 0.0, 0.0], [0.3, 0.1, 0.0], [0.0, 0.0, 0.0], [0.0, 0.0, -0.2], [-0.1, -0.1, 0.0], [0.0, 0.0, 0.1], [0.0, 0.0, 0.0], [0.1, -0.1, 0.1], [0.0, 0.0, 0.0], [0.0, 0.1, 0.0], [0.0, 0.0, 0.0], [0.1, 0.0, 0.2], [0.0, 0.0, -0.1], [0.0, 0.0, -0.1], [0.0, 0.0, 0.0], [0.0, 0.0, 0.0], [0.0, 0.0, 0.0], [0.0, 0.0, 0.0], [0.0, 0.0, 0.0], [0.1, 0.0, 0.0], [0.0, 0.0, 0.0], [0.0, 0.0, 0.0], [0.0, 0.0, 0.0], [0.0, 0.0, 0.0], [0.0, 0.0, 0.0], [0.0, 0.0, 0.0], [0.0, 0.0, 0.0], [0.0, 0.0, 0.0], [0.0, 0.0, 0.0], [0.0, 0.0, 0.0], [0.0, 0.0, 0.0], [0.0, 0.0, 0.0], [0.0, 0.0, 0.0]], "lowdin_charge": [1.505, 0.081, -0.582, -0.224, -0.162, 0.021, -0.025, 0.019, -0.171, 0.053, -0.602, 0.079, -0.177, 0.124, 0.113, 0.123, -0.019, -0.007, -0.734, 0.044, -0.176, 0.109, 0.110, 0.136, -0.015, -0.103, -0.499, 0.142, -0.266, -0.290, 1.355, -0.276, -0.277, -0.237, 1.303, -0.243, -0.488, -0.013, -0.005, 0.022, -0.566, 0.137, -0.068, -0.023, -0.610, 0.121, -0.033, -0.020, 0.095, 0.099, 0.101, 0.031, 0.008, 0.022, 0.012, 0.035, 0.044, 0.101, 0.104, 0.081, 0.095, 0.098, 0.098, 0.094, 0.102, 0.095]}


No. 4
{"formula": "C22H24BBeN9O4S", "method": "the ωB97M-V functional and the def2-TZVPD basis", "charge": 1, "spin_multiplicity": 2, "gap_ha": [0.3081, 0.1585], "s_squared": 0.763, "elements": ["Be", "C", "C", "N", "N", "C", "B", "N", "C", "C", "C", "N", "N", "C", "C", "C", "N", "N", "C", "C", "C", "N", "H", "H", "H", "H", "H", "H", "H", "H", "H", "H", "H", "H", "C", "C", "C", "C", "C", "C", "C", "S", "O", "O", "N", "C", "C", "C", "O", "O", "H", "H", "H", "H", "H", "H", "H", "H", "H", "H", "H", "H"], "xyz": [[-1.2714, 0.4463, 0.2459], [2.1253, 0.2929, 2.2539], [1.3820, 0.8771, 1.2280], [0.1200, 0.4723, 1.2970], [0.0191, -0.3594, 2.3533], [1.2171, -0.4958, 2.9379], [-1.3520, -1.0826, 2.5132], [-1.4997, -1.9657, 1.2396], [-1.6000, -3.2801, 1.0028], [-1.6370, -3.4746, -0.3659], [-1.5570, -2.1951, -0.9049], [-1.4663, -1.2874, 0.0653], [-2.4535, 0.0057, 2.4158], [-3.4970, 0.2412, 3.2242], [-4.2696, 1.2362, 2.6593], [-3.6224, 1.5596, 1.4676], [-2.5325, 0.8128, 1.3278], [-1.4392, -1.8212, 3.8105], [-1.1292, -1.3415, 5.0461], [-1.6079, -2.2303, 5.9711], [-2.2211, -3.2372, 5.1993], [-2.1289, -2.9838, 3.9088], [3.1645, 0.4398, 2.4884], [1.6823, 1.5667, 0.4564], [1.3464, -1.1367, 3.7938], [-1.6706, -3.9709, 1.8237], [-1.7285, -4.4082, -0.8906], [-1.5785, -1.9063, -1.9432], [-3.6202, -0.3147, 4.1392], [-5.1723, 1.6667, 3.0527], [-3.8776, 2.2746, 0.7045], [-0.6247, -0.3968, 5.1705], [-1.5283, -2.1692, 7.0419], [-2.7207, -4.1315, 5.5345], [5.4372, 2.1763, -1.5042], [4.3255, 1.4492, -2.1929], [3.9253, 1.8116, -3.4842], [2.9023, 1.1450, -4.1225], [2.2748, 0.0891, -3.4518], [2.6474, -0.2895, -2.1538], [3.6715, 0.3952, -1.5413], [0.9719, -0.7462, -4.2173], [0.9026, -0.4652, -5.6065], [0.7670, -2.0278, -3.6408], [-0.2648, 0.2133, -3.4921], [-0.9199, 1.3467, -4.0700], [-0.9165, 2.5190, -3.0654], [-1.5946, 2.0684, -1.7697], [-2.6933, 2.4475, -1.4518], [-0.8647, 1.1922, -1.1050], [5.9607, 2.8469, -2.1814], [6.1546, 1.4709, -1.0844], [5.0429, 2.7686, -0.6755], [4.4377, 2.6165, -3.9943], [2.6069, 1.4009, -5.1313], [2.1485, -1.1138, -1.6606], [3.9849, 0.1051, -0.5466], [-0.3943, 0.1068, -2.4679], [-1.9643, 1.0466, -4.2539], [-0.4599, 1.5731, -5.0305], [-1.4602, 3.3537, -3.4982], [0.1204, 2.7972, -2.8747]], "forces_ev_per_a": [[0.1, 0.1, -0.1], [0.0, 0.0, 0.0], [0.0, 0.0, 0.0], [0.0, -0.1, 0.0], [0.0, 0.0, 0.0], [0.0, 0.0, 0.0], [0.0, -0.1, -0.1], [0.0, 0.0, 0.0], [0.0, 0.0, 0.0], [0.0, 0.0, 0.0], [0.0, 0.0, 0.0], [0.0, 0.0, 0.0], [-0.1, 0.0, 0.1], [0.0, 0.0, 0.0], [0.0, 0.0, 0.0], [0.0, 0.0, 0.0], [0.0, -0.1, 0.0], [0.0, 0.0, 0.0], [-0.1, 0.0, 0.0], [0.0, 0.0, 0.0], [0.0, 0.0, 0.0], [0.0, 0.0, 0.0], [0.0, 0.0, 0.0], [0.0, 0.0, 0.0], [0.0, 0.0, 0.0], [0.0, 0.0, 0.0], [0.0, 0.0, 0.0], [0.0, 0.0, 0.0], [0.0, 0.0, 0.0], [0.0, 0.0, 0.0], [0.0, 0.0, 0.0], [0.0, 0.0, 0.0], [0.0, 0.0, 0.0], [0.0, 0.0, 0.0], [0.0, 0.0, 0.0], [0.0, 0.0, 0.0], [0.0, 0.0, 0.0], [0.0, 0.0, 0.0], [-0.1, 0.0, 0.0], [0.0, 0.1, 0.0], [0.0, -0.1, 0.0], [-0.1, -0.1, 0.0], [0.0, 0.0, 0.0], [0.0, 0.0, -0.1], [0.1, -0.1, -0.1], [0.1, 0.1, 0.1], [-0.1, -0.2, 0.0], [0.0, 0.2, 0.0], [0.0, 0.0, 0.0], [-0.1, -0.2, -0.1], [0.0, 0.0, 0.0], [0.0, 0.0, 0.0], [0.0, 0.0, 0.0], [0.0, 0.0, 0.0], [0.0, 0.0, 0.0], [0.0, 0.0, 0.0], [0.0, 0.0, 0.0], [0.0, 0.1, 0.1], [0.0, 0.0, 0.0], [0.0, 0.0, 0.0], [0.0, 0.0, 0.0], [0.0, 0.1, 0.0]], "lowdin_spin": [0.000, 0.000, 0.000, 0.000, 0.000, 0.000, 0.000, 0.000, 0.000, 0.000, 0.001, 0.000, 0.000, 0.000, 0.000, 0.000, 0.000, 0.000, 0.000, 0.000, 0.000, 0.000, 0.000, 0.000, 0.000, 0.000, 0.000, 0.001, 0.000, 0.000, 0.000, 0.000, 0.000, 0.000, 0.011, 0.060, 0.004, 0.036, 0.058, 0.037, 0.000, -0.004, -0.006, 0.012, 0.612, 0.082, 0.029, 0.001, 0.001, 0.001, 0.000, 0.003, 0.004, -0.001, 0.001, 0.001, -0.001, 0.008, 0.044, 0.004, 0.001, 0.000]}